The following is a quantum chemistry calculation of 10 unconnected molecules or ions with the total composition C24H68O24S7, from the OMol25 dataset.

Values from the calculation:
Kohn-Sham gap: 9.789 eV
total charge: 0
lowest unoccupied orbital energy: 0.15 eV
highest occupied orbital energy: -0.3541 Eh
molar mass: 965.253 g/mol

Cartesian coordinates (Å):
C  11.287  -9.457  0.062
C  11.195  -19.263  -6.734
H  4.505  -19.063  -0.416
C  7.113  -17.612  -0.296
H  11.114  -10.635  -8.374
H  3.985  -14.590  -5.712
O  12.169  -15.324  0.104
H  12.237  -9.365  -0.466
H  5.531  -14.804  -6.428
H  6.065  -15.577  -4.615
H  9.028  -13.530  2.101
C  6.843  -19.325  -4.331
H  7.760  -9.687  -2.634
O  10.681  -12.002  -4.187
H  8.314  -15.563  -2.698
H  6.788  -11.266  -2.641
C  7.783  -14.644  -2.945
H  10.893  -7.522  -0.785
H  7.697  -13.545  -4.583
O  6.202  -20.033  -0.787
H  5.357  -8.982  -3.209
H  8.598  -11.182  -2.980
H  10.621  -10.211  -6.784
C  12.730  -15.377  1.420
H  8.288  -16.612  -7.709
H  9.208  -17.322  2.664
H  6.771  -14.571  0.211
O  5.800  -10.003  -4.963
H  4.674  -22.192  0.138
H  13.182  -11.457  -0.385
H  8.233  -13.707  -2.618
C  10.426  -10.929  -7.581
O  10.049  -12.769  -1.398
C  8.416  -14.336  1.697
O  7.570  -14.459  -4.318
H  5.078  -19.738  0.990
H  10.618  -14.834  -3.705
O  9.022  -18.959  -5.303
C  12.582  -12.066  -1.062
H  9.721  -7.920  0.369
H  11.747  -19.852  -6.002
H  12.520  -16.878  -2.284
H  10.450  -12.982  -7.951
C  4.188  -21.308  -0.275
H  9.023  -15.184  1.379
H  8.102  -13.559  -0.378
H  6.814  -14.805  -2.471
H  10.249  -14.701  -5.418
O  9.977  -16.061  -1.028
C  4.972  -19.984  -0.067
H  12.562  -11.500  -1.993
H  7.147  -17.268  -1.329
S  7.586  -19.366  -0.092
H  7.784  -17.096  0.391
O  10.983  -17.478  -4.701
O  5.190  -15.963  -4.698
H  11.896  -18.790  -7.422
H  6.604  -14.491  -8.704
H  7.638  -14.398  -7.292
C  5.414  -8.871  -4.292
O  8.694  -19.613  -1.004
H  6.074  -17.458  -0.003
C  10.791  -8.017  0.181
H  13.721  -13.497  1.122
H  4.247  -16.116  -6.494
H  12.054  -14.983  2.179
O  7.584  -14.691  2.807
H  3.554  -7.740  -4.278
S  10.253  -17.948  -5.877
O  7.411  -15.563  5.183
S  11.683  -12.896  -4.800
C  12.161  -17.514  -1.476
H  9.617  -12.618  -6.503
H  11.458  -9.849  1.064
C  8.343  -17.217  3.319
C  7.976  -18.320  -4.547
H  7.174  -20.349  -4.156
H  8.361  -18.008  -3.576
C  13.997  -14.534  1.316
H  7.402  -17.319  2.778
H  11.837  -15.332  -4.920
S  7.361  -10.582  -4.895
H  3.240  -9.368  -4.624
H  13.045  -16.415  1.524
H  11.551  -18.361  -1.793
C  11.049  -14.618  -4.683
H  3.158  -21.141  0.040
C  7.508  -13.821  0.498
H  6.973  -12.931  0.831
S  8.347  -15.522  4.055
C  7.626  -10.691  -3.036
C  3.990  -8.595  -4.793
S  11.090  -16.566  -0.283
O  13.089  -12.824  -4.362
H  14.609  -14.525  2.218
O  7.558  -16.291  -8.243
O  10.902  -17.431  0.867
C  7.530  -14.868  -8.270
O  8.353  -9.632  -5.363
H  12.976  -17.945  -0.894
H  12.909  -13.103  -1.136
H  6.102  -8.038  -4.432
O  9.652  -17.075  -6.848
H  4.141  -21.420  -1.358
H  4.027  -8.332  -5.851
H  8.379  -14.551  -8.875
H  8.474  -17.942  4.122
H  7.587  -17.436  -5.051
H  6.194  -19.011  -3.514
S  10.852  -12.022  -0.472
O  7.335  -11.931  -5.375
H  6.091  -19.313  -5.120
H  9.411  -10.729  -7.922
O  11.710  -12.634  -6.421
C  10.525  -12.371  -7.052
O  9.698  -15.020  4.230
H  10.452  -19.877  -7.242
C  4.746  -15.347  -5.903
O  10.890  -12.448  0.920
O  10.422  -10.378  -0.569
H  11.312  -7.470  0.967
O  7.601  -19.664  1.355
H  14.681  -14.772  0.500

The following is a quantum chemistry calculation of 4 unconnected molecules or ions with the total composition C18H24N4O6, from the OMol25 dataset.

Values from the calculation:
Kohn-Sham gap: 7.095 eV
total charge: 0
lowest unoccupied orbital energy: -1.88 eV
highest occupied orbital energy: -0.3298 Eh
molar mass: 392.412 g/mol

Cartesian coordinates (Å):
H  2.244  -3.218  0.760
H  6.204  3.216  -4.971
O  -2.315  -7.541  0.526
N  -2.133  -6.823  1.359
N  -2.327  3.493  1.326
C  -3.267  3.642  2.403
C  -0.033  -1.451  -1.941
H  -1.262  0.913  -1.647
H  -3.440  4.252  5.798
H  -0.440  -6.102  -0.913
C  0.562  -3.938  2.318
C  -2.848  3.800  3.849
C  5.719  2.339  -5.044
C  4.660  2.997  -3.072
C  -5.754  3.555  3.369
H  -1.952  3.973  4.289
O  2.510  -0.942  -1.054
O  -2.926  -6.699  2.378
C  -0.234  -5.669  0.028
C  1.239  -3.887  1.070
H  5.580  3.630  -2.870
C  -5.292  3.892  4.685
H  1.800  0.695  -0.173
C  4.250  0.767  -3.800
C  1.639  -0.075  -0.808
C  0.951  -4.620  -0.030
H  -5.172  3.075  1.268
H  3.950  0.727  -2.864
H  4.345  2.634  -2.049
H  -0.481  1.709  -0.347
C  -0.745  0.687  -0.833
H  -0.712  -2.108  -1.368
H  -1.186  0.213  -0.080
C  -4.783  3.431  2.144
C  -3.892  4.108  4.839
H  4.640  -0.137  -4.028
O  -2.678  3.307  0.137
O  5.963  1.601  -5.996
H  1.471  -4.464  -0.998
N  4.903  2.044  -4.057
H  0.708  -1.949  -2.300
H  -1.196  -4.950  3.471
H  -0.767  -1.034  -2.808
O  -1.046  3.475  1.584
H  -6.042  3.889  5.579
H  3.733  3.625  -3.295
H  -6.880  3.201  3.002
H  0.635  -3.195  3.018
C  -1.028  -5.787  1.270
H  3.533  0.892  -4.492
C  -0.752  -4.859  2.563
N  0.361  -0.325  -1.179